(1)
The following is a DFT calculation (ωB97M-V with the def2-TZVPD basis set) of a cluster of 2 separate species, CH2FO4S in total.

The geometry in XYZ format:
```
9
Properties=species:S:1:pos:R:3:forces:R:3:nbo_charge:R:1
C 0.3215 1.3299 0.0489 -0.325 -1.972 0.911 0.185
O 2.0112 -0.4808 0.8081 0.483 0.463 0.260 -0.991
O 1.1877 -0.7265 -1.5113 0.117 0.574 0.493 -0.988
O -0.2371 -1.1786 0.3915 -0.623 0.770 0.143 -1.029
O 0.4162 2.2954 -0.6174 0.340 0.825 -0.798 -0.498
F -2.6998 -1.1224 -0.0243 1.918 0.818 0.012 -0.658
S 0.9102 -0.4038 -0.1199 0.459 -1.217 -1.778 2.298
H -0.2283 1.2053 0.9847 -0.476 0.913 0.679 0.110
H -1.6815 -0.9184 0.0397 -1.893 -1.174 0.078 0.570
```
Forces are in eV/Å.

Calculated values
- spin multiplicity = 1
- orbital gap (eV) = 9.86
- F_max (eV Å⁻¹) = 2.23
- charge = -1
- energy relative to the best compared isomer or geometry (same formula, charge and spin) (eV) = 0.247

***

(2)
The following is a DFT calculation (ωB97M-V with the def2-TZVPD basis set) of a structure of composition C32H30BClMoN8O3PSe2Te2.

The geometry in XYZ format:
```
81
Properties=species:S:1:pos:R:3:forces:R:3:lowdin_spin:R:1
Mo 0.0000 0.0000 0.0000 1.780 -1.017 1.222 1.385
C 2.8382 -0.6422 3.1299 0.495 -0.408 0.380 -0.001
C 1.9460 0.2192 2.5316 -0.771 0.005 -0.369 0.018
N 1.1855 -0.4687 1.6596 0.696 2.451 1.950 -0.013
N 1.5778 -1.7362 1.6747 1.669 -2.167 2.303 -0.009
C 2.5762 -1.8737 2.5744 0.545 -0.307 0.647 0.017
B 0.8999 -2.8539 0.8262 -0.014 -0.685 0.130 -0.003
N -0.6228 -2.7116 1.0440 0.301 -2.309 0.774 -0.001
C -1.6190 -3.5864 1.3084 -0.345 0.028 -0.139 0.023
C -2.8095 -2.8953 1.3362 -0.153 -0.184 0.987 0.003
C -2.4764 -1.5897 1.0593 -0.955 -0.973 4.566 0.034
N -1.1470 -1.5063 0.8708 0.655 1.561 6.416 0.009
N 1.0934 -2.5906 -0.6959 -0.787 -3.430 -0.463 -0.007
C 1.6942 -3.3680 -1.6241 -5.685 -2.654 0.794 0.006
C 1.5738 -2.7576 -2.8517 -4.606 -1.094 -1.272 -0.004
C 0.8657 -1.6022 -2.6112 -2.746 -0.355 1.120 0.007
N 0.5755 -1.5285 -1.2991 -1.170 -1.221 -2.686 -0.016
N 1.5310 -4.2299 1.2373 -1.149 0.101 0.447 -0.001
C 1.0429 -5.2306 2.0063 -0.434 -0.749 0.634 0.000
C 2.0042 -6.2075 2.1306 -0.846 -0.472 0.691 0.000
C 3.0849 -5.7391 1.4257 -0.042 1.255 -0.558 0.000
N 2.7809 -4.5355 0.9098 2.026 -0.024 -1.148 0.000
H 3.5792 -0.4039 3.8810 -0.123 -0.096 -0.161 -0.001
H 1.8503 1.2793 2.7237 -0.385 -0.120 -0.411 0.001
H 3.0840 -2.7948 2.8240 -0.350 -0.098 -0.386 0.001
H -1.5434 -4.6482 1.4387 0.603 -0.032 -0.077 0.002
H -3.7979 -3.2964 1.5157 0.207 0.049 -0.090 0.000
H -3.1593 -0.7544 0.9843 0.415 -0.327 -0.199 0.003
H 2.1800 -4.3159 -1.4506 -0.968 0.615 1.068 0.000
H 1.9450 -3.1150 -3.8027 -1.025 0.463 0.213 0.000
H 0.5709 -0.8652 -3.3458 -0.052 0.068 0.433 0.000
H 0.0892 -5.2750 2.4925 -0.251 0.444 -0.137 0.000
H 1.9326 -7.1344 2.6835 -0.117 0.182 -0.076 0.000
H 4.0399 -6.2331 1.3081 0.005 0.434 -0.248 0.000
Se -1.7544 0.7871 1.8216 -0.431 3.222 2.213 0.114
Te -2.5013 3.1024 2.6711 0.701 -0.905 -0.692 0.555
Te -0.8276 4.6147 1.0181 0.512 -1.354 -0.543 0.605
Se 0.2818 2.6269 -0.1895 -0.060 2.273 0.792 0.156
Cl -2.0632 -2.8809 -2.2750 -0.393 -0.419 -0.687 0.002
C -2.3960 -1.6262 -1.0506 -0.880 -0.445 -4.484 0.003
C -2.3786 -0.2286 -1.6724 -4.148 -0.915 -1.904 0.008
O -3.3801 0.0696 -2.3861 2.850 -0.053 1.576 0.006
O -1.3903 0.4930 -1.3461 0.086 0.860 -1.398 0.051
H -1.6375 -1.7185 -0.2675 -1.600 -0.853 -6.287 0.001
H -3.3763 -1.8301 -0.6103 0.141 -0.011 -1.182 0.001
O 1.6685 0.2877 -1.0582 3.980 3.904 -1.709 0.051
P 2.9389 0.5068 -1.8642 0.219 0.155 -0.141 0.017
C 2.7091 1.8184 -3.0815 0.025 0.374 -0.418 0.003
C 3.7237 2.7271 -3.4160 -0.082 0.024 -0.083 0.001
C 3.5007 3.7162 -4.3761 -0.126 -0.179 0.089 0.000
C 2.2639 3.8086 -5.0115 0.063 -0.122 0.152 0.000
C 1.2461 2.9148 -4.6869 0.131 -0.150 0.165 0.000
C 1.4671 1.9268 -3.7274 0.067 -0.070 -0.003 0.001
C 4.3089 0.9765 -0.7884 0.365 0.152 0.438 0.003
C 5.6258 0.5471 -1.0084 0.057 0.043 0.048 0.000
C 6.6547 0.9504 -0.1547 -0.233 0.058 -0.016 0.000
C 6.3800 1.7855 0.9264 -0.110 -0.066 -0.092 0.000
C 5.0762 2.2172 1.1589 -0.058 -0.176 -0.234 0.000
C 4.0472 1.8143 0.3075 0.007 -0.004 0.038 0.002
C 3.4087 -0.9967 -2.7436 1.587 0.944 0.297 -0.001
C 3.2129 -2.2350 -2.1112 3.662 1.861 0.254 0.002
C 3.5745 -3.4242 -2.7443 6.567 -1.255 -1.872 -0.001
C 4.1348 -3.3906 -4.0190 0.361 -0.455 1.549 0.000
C 4.3315 -2.1696 -4.6613 -0.209 0.922 -0.353 -0.001
C 3.9708 -0.9782 -4.0284 -0.081 -0.521 -0.407 0.001
H 4.6962 2.6786 -2.9329 -0.145 -0.053 0.025 0.000
H 4.2920 4.4190 -4.6258 -0.117 -0.146 0.076 0.000
H 2.0910 4.5813 -5.7563 0.029 -0.121 0.124 0.000
H 0.2785 2.9888 -5.1767 0.151 -0.043 0.135 0.000
H 0.6652 1.2352 -3.4718 0.061 0.285 0.007 0.000
H 5.8663 -0.1070 -1.8427 -0.154 0.043 0.085 0.000
H 7.6718 0.6090 -0.3308 -0.192 0.040 -0.007 0.000
H 7.1815 2.0959 1.5920 -0.112 -0.051 -0.110 0.000
H 4.8583 2.8636 2.0053 0.000 -0.093 -0.151 0.000
H 3.0282 2.1486 0.4983 0.109 -0.011 -0.091 0.004
H 2.7681 -2.2675 -1.1173 2.912 1.264 0.046 0.000
H 3.4144 -4.3758 -2.2438 0.913 0.322 -0.735 0.000
H 4.4131 -4.3172 -4.5146 -0.093 0.110 0.108 0.000
H 4.7627 -2.1455 -5.6592 -0.105 0.057 0.186 0.000
H 4.1319 -0.0396 -4.5523 -0.135 -0.046 0.100 0.000
H 1.4458 -1.0775 0.2118 -2.516 2.669 -1.259 -0.043
```
Forces are in eV/Å.

Calculated values
- spin multiplicity = 4
- orbital gap (spin up / spin down) (eV) = 5.15 / 4.90
- F_max (eV Å⁻¹) = 6.94
- charge = 0
- energy relative to the best compared isomer or geometry (same formula, charge and spin) (eV) = 2.532

***

(3)
The following is a DFT calculation (ωB97M-V with the def2-TZVPD basis set) of a structure of composition C29H25LaN4O5S.

The geometry in XYZ format:
```
65
Properties=species:S:1:pos:R:3:forces:R:3:nbo_charge:R:1
La 0.5039 0.1855 0.7351 -0.149 -0.232 -0.076 2.174
N -2.4356 0.1734 4.5828 -1.389 0.685 -0.858 -0.782
C -1.6074 0.5497 3.5744 -1.189 1.382 -2.078 0.297
S 0.0358 0.0851 3.5732 0.260 -0.179 0.450 -0.370
N -2.2662 1.2945 2.6403 0.842 -1.447 2.155 -0.451
N -1.4899 1.7420 1.6532 0.633 -0.457 0.280 -0.284
C -2.0491 2.5641 0.8641 -0.842 1.329 -0.944 0.151
C -3.4636 3.0013 0.9947 -1.696 0.107 2.677 -0.078
C -4.0772 3.4016 2.2781 -0.373 -0.373 -3.513 -0.148
C -5.4279 3.6624 2.3513 -0.186 -0.358 -0.100 -0.217
C -6.2864 3.5433 1.2496 1.159 -0.036 -0.998 -0.208
C -5.7420 3.0892 0.0555 1.213 -0.269 -0.756 -0.218
C -4.3460 2.7995 -0.0415 -0.515 0.467 0.359 -0.201
C -1.2254 3.1110 -0.2384 -1.414 -1.176 0.716 0.267
C -1.6320 4.2057 -0.9503 -1.583 2.573 -0.676 -0.272
C -0.7417 4.8191 -1.8147 1.418 -0.433 -0.531 -0.133
C 0.5144 4.1561 -2.0283 -1.219 2.128 -0.672 -0.268
C 0.7527 2.9910 -1.3634 0.137 -0.497 0.095 0.047
N -0.1222 2.4524 -0.4991 1.550 0.110 -0.218 -0.554
H -2.2075 -0.7204 4.9236 0.196 -1.065 0.838 0.389
H -3.4264 0.2804 4.2719 1.132 -0.130 0.601 0.397
H -3.5202 3.5533 3.1289 1.423 0.052 1.638 0.216
H -5.8971 3.8785 3.3018 0.262 0.340 0.135 0.211
H -7.2803 3.9349 1.3173 -0.561 -0.307 0.008 0.216
H -6.2365 2.9323 -0.9151 -0.466 0.302 0.860 0.218
H -3.9047 2.4482 -0.9598 -0.319 -0.155 -0.403 0.210
H -2.6651 4.6573 -0.8107 1.612 -0.669 0.102 0.248
H -0.9319 5.8016 -2.3129 -0.063 -1.149 0.444 0.229
H 1.2263 4.6223 -2.7338 -0.293 -0.567 0.636 0.230
H 1.6618 2.4207 -1.4513 0.170 0.048 -0.335 0.252
C 6.1797 -1.3846 -4.7373 -1.576 0.762 -0.331 -0.261
O 5.0168 -0.7369 -4.1496 0.504 -0.629 0.769 -0.499
C 4.8319 -0.8352 -2.7920 0.025 1.176 0.183 0.380
C 5.7651 -1.3636 -1.8529 -1.310 -0.053 0.017 -0.402
C 5.3314 -1.3804 -0.5166 0.877 0.383 -0.058 -0.035
C 4.1748 -0.7227 -0.0267 0.259 0.299 -1.251 -0.339
C 3.7858 -0.8618 1.3590 2.092 -0.965 -0.231 0.630
C 4.7641 -1.5709 2.3191 0.303 -0.193 0.457 -0.726
O 2.6993 -0.5453 1.8131 -1.071 0.411 0.376 -0.666
C 3.3786 0.0240 -0.9872 -0.334 -1.147 0.547 0.452
O 2.3442 0.7456 -0.6197 0.645 -0.454 -0.322 -0.881
C 3.6681 -0.1857 -2.3426 0.165 0.167 -0.404 -0.371
H 5.8448 -1.5219 -5.7797 0.593 0.125 0.342 0.203
H 6.2684 -2.3672 -4.2943 0.613 -0.136 0.138 0.188
H 7.0466 -0.7030 -4.6690 -0.217 -0.677 0.069 0.191
H 6.7083 -1.7979 -2.1863 -0.343 0.072 0.348 0.225
H 5.9984 -1.8483 0.2222 -0.374 0.165 -0.482 0.201
H 4.2002 -1.6957 3.2395 0.062 -0.082 0.127 0.240
H 5.7261 -1.0687 2.5887 -0.895 0.110 -0.568 0.238
H 5.0770 -2.5746 1.9737 -0.434 0.473 -0.025 0.232
H 2.9586 0.2179 -3.0756 0.480 -0.087 0.230 0.228
O 0.3029 -2.2044 -0.0835 1.823 0.012 0.470 -0.761
C -0.9356 -2.1830 0.0209 -0.770 1.125 -0.700 0.752
O -1.5323 -1.0500 -0.0982 -0.373 -0.919 0.642 -0.789
C -1.6260 -3.5000 0.1547 -0.912 1.604 -0.256 -0.103
C -0.8560 -4.6190 0.1241 0.680 -1.061 -0.155 -0.199
C -1.4337 -5.8644 -0.0518 -0.126 -0.482 0.126 -0.211
C -2.8445 -6.0027 -0.1570 1.613 -0.115 0.480 -0.202
C -3.5840 -4.8437 -0.0926 -1.542 1.232 -1.067 -0.223
C -2.9976 -3.5764 0.0282 0.596 -1.280 0.030 -0.185
H 0.2168 -4.4628 0.1526 -0.074 -0.340 0.010 0.241
H -0.7130 -6.6847 -0.1437 -0.723 -0.073 0.093 0.214
H -3.3132 -6.9866 -0.2456 0.187 0.423 -0.188 0.221
H -4.6483 -4.8243 -0.4029 0.571 -0.406 0.721 0.213
H -3.5162 -2.6573 -0.0678 -0.760 0.535 0.023 0.234
```
Forces are in eV/Å.

Calculated values
- spin multiplicity = 1
- orbital gap (eV) = 7.35
- F_max (eV Å⁻¹) = 3.55
- charge = 0
- energy relative to the best compared isomer or geometry (same formula, charge and spin) (eV) = 0.345

***

(4)
The following is a DFT calculation (ωB97M-V with the def2-TZVPD basis set) of a structure of composition C35H23Cl3F4N10O4SV.

The geometry in XYZ format:
```
81
Properties=species:S:1:pos:R:3:forces:R:3:lowdin_spin:R:1
V -0.8672 0.3361 -0.5194 1.370 0.933 1.448 1.213
C 4.8608 4.3286 3.7959 -0.002 0.031 0.046 0.000
C 3.9931 3.3364 3.0887 -0.068 -0.097 -0.056 -0.001
C 4.2525 1.9666 3.1752 0.042 0.075 0.049 0.000
C 3.4286 1.0409 2.5649 -0.002 -0.245 -0.021 -0.001
C 2.3228 1.5024 1.8602 -0.352 -0.216 -0.242 -0.001
C 2.0468 2.8602 1.7326 -0.014 0.096 0.014 -0.001
C 2.8874 3.7659 2.3470 -0.001 -0.037 -0.003 0.000
S 1.2575 0.3333 1.1183 1.050 -0.100 -0.070 -0.005
O 1.8383 -0.9688 1.0955 0.296 0.199 0.292 -0.010
O -0.1296 0.4303 1.5993 -0.415 -0.129 -0.476 0.001
N 0.8909 0.7910 -0.4393 1.587 0.565 0.834 -0.136
C 1.7036 1.0905 -1.4975 0.716 0.168 -0.895 -0.002
C 3.0700 1.2825 -1.5564 -0.434 -0.099 0.326 -0.048
C 3.6570 1.6035 -2.7902 0.049 0.055 -0.258 0.001
C 2.9115 1.7293 -3.9372 0.100 0.001 0.060 -0.055
C 1.5112 1.5220 -3.9105 -0.114 -0.054 0.236 -0.001
C 0.6396 1.6042 -5.0164 -0.097 -0.027 0.055 0.001
C -0.7019 1.3741 -4.8311 0.114 0.057 -0.143 0.005
C -1.1917 1.0400 -3.5627 0.006 -0.006 -0.002 -0.001
N -0.3955 0.9478 -2.5090 0.098 0.017 0.158 -0.013
C 0.9269 1.1973 -2.6769 0.331 0.039 0.010 -0.012
H 5.8507 3.9256 3.9991 0.003 0.007 -0.012 0.000
H 4.4047 4.5891 4.7541 0.023 0.005 0.001 0.000
H 4.9593 5.2490 3.2226 0.019 -0.007 -0.005 0.000
H 5.1140 1.6257 3.7347 -0.010 -0.024 -0.006 0.000
H 3.6245 -0.0219 2.6285 0.030 0.041 0.034 0.000
H 1.2039 3.1967 1.1488 -0.041 0.048 -0.007 0.000
H 2.6863 4.8256 2.2542 0.004 -0.001 -0.008 0.000
H 3.6772 1.1877 -0.6655 0.034 0.020 -0.022 -0.002
H 4.7267 1.7557 -2.8315 -0.005 0.005 -0.003 0.001
H 3.3904 1.9868 -4.8729 -0.003 -0.010 0.000 -0.002
H 1.0319 1.8402 -5.9976 -0.013 0.027 -0.002 0.000
H -1.3951 1.4367 -5.6574 -0.013 -0.013 0.014 0.000
H -2.2451 0.8385 -3.4193 0.024 -0.029 0.069 0.000
F 0.3820 -3.7578 -2.6785 0.015 0.090 -0.124 -0.006
C 0.3817 -4.9768 -2.1471 0.087 -0.348 -0.240 -0.023
C 0.6317 -6.0494 -2.9263 -0.073 0.415 0.175 0.022
F 0.8774 -5.8659 -4.2021 0.013 0.034 -0.133 0.009
C 0.6333 -7.3902 -2.3931 0.125 -0.699 -0.464 -0.032
C 0.3899 -7.4941 -0.9749 -0.093 0.353 0.332 0.027
C 0.1390 -6.4098 -0.2042 0.070 -0.347 -0.157 -0.024
F -0.0742 -6.5714 1.0877 -0.036 0.010 0.096 -0.010
C 0.0996 -5.0864 -0.7496 -0.122 0.552 0.247 0.007
C -0.1991 -3.9677 0.0129 0.134 -0.578 0.148 -0.058
C -0.2479 -2.6516 -0.4817 0.069 0.393 -0.639 0.019
N -0.3320 -1.5468 -0.7975 0.081 -1.624 0.242 -0.039
C -0.5357 -3.9887 1.4039 -0.104 -0.114 0.158 -0.004
N -0.8612 -3.9164 2.5043 0.061 0.066 -0.079 -0.032
F 0.4075 -8.6770 -0.4121 0.001 -0.108 0.035 0.010
C 0.8406 -8.4965 -3.1869 -0.087 0.511 0.367 0.074
C 0.8504 -9.8348 -2.6958 0.002 -0.274 0.153 0.005
N 0.8757 -10.9373 -2.3702 -0.008 0.114 -0.041 0.046
C 1.0620 -8.4238 -4.5937 0.064 0.060 -0.329 0.005
N 1.2435 -8.4281 -5.7291 -0.023 -0.009 0.124 0.045
Cl -5.4882 -0.5206 0.6624 0.069 -0.017 -0.012 0.000
C -3.9732 -1.1745 0.0697 -0.018 -0.079 -0.222 -0.001
Cl -4.0927 -2.8972 -0.2859 0.000 0.090 0.053 0.000
Cl -2.6855 -0.9092 1.2785 -0.106 -0.075 0.309 -0.002
C -3.5899 -0.4552 -1.2750 -0.789 -0.396 0.190 0.002
O -4.3598 -0.3627 -2.1756 0.325 0.047 0.152 0.007
O -2.3610 -0.0025 -1.2295 -3.497 -0.676 -2.121 -0.003
C -4.0185 2.4951 3.5891 -0.046 0.155 -0.008 0.000
C -3.5152 3.9269 3.4173 0.199 -0.146 -0.172 0.000
C -2.1119 4.0899 3.9984 -0.107 0.039 0.012 0.000
C -3.5703 4.3930 1.9502 -0.253 0.228 0.581 0.000
N -2.6556 3.6402 1.1004 -0.087 -0.454 -0.227 0.004
C -2.7753 2.4084 0.6136 0.137 0.319 -0.213 0.010
N -1.6368 2.1163 0.0034 -0.578 1.084 0.595 -0.002
N -0.8365 3.1915 0.1401 0.085 0.185 -0.040 0.004
N -1.4397 4.1029 0.7911 0.084 0.025 -0.011 0.004
H -4.0838 2.2529 4.6489 -0.013 -0.038 -0.008 0.000
H -3.3313 1.7713 3.1419 0.009 -0.032 0.000 0.000
H -5.0116 2.3629 3.1536 0.005 -0.046 0.012 0.000
H -4.1944 4.5953 3.9508 -0.024 0.045 -0.052 0.000
H -1.4053 3.3948 3.5360 0.002 0.004 -0.007 0.000
H -2.1285 3.8737 5.0658 0.035 0.006 0.001 0.000
H -1.7371 5.1052 3.8617 0.025 -0.012 0.018 0.000
H -3.2640 5.4345 1.8788 0.000 -0.010 -0.119 0.000
H -4.5779 4.2891 1.5498 0.043 -0.026 -0.107 0.000
H -3.6617 1.7993 0.6698 0.006 -0.008 0.107 0.000
```
Forces are in eV/Å.

Calculated values
- spin multiplicity = 2
- orbital gap (spin up / spin down) (eV) = 5.69 / 6.16
- F_max (eV Å⁻¹) = 4.15
- charge = +2
- energy relative to the best compared isomer or geometry (same formula, charge and spin) (eV) = 0.689